Entry 1:
An isolated ion of composition C2H6N3O2 and charge +1 at a distorted geometry, computed with wB97M-V/def2-TZVPD.

The geometry in XYZ format:
```
13
Properties=species:S:1:pos:R:3:forces:R:3:nbo_charge:R:1
C -0.40553 1.03976 0.00219 -0.76 -2.47 -0.49 0.3323
C 0.93040 0.54212 -0.10744 0.17 1.27 0.47 -0.4028
N 1.13381 -0.78598 -0.64136 0.77 -0.07 -2.95 -0.2931
N -0.80012 -1.79418 -0.05247 -0.41 3.02 -2.54 0.3329
N -0.80646 2.22449 -0.01455 -1.07 2.69 1.20 -0.6944
O 0.53770 -1.79408 -0.00459 -1.06 -2.81 3.12 -0.1763
O -1.37466 -2.56790 0.74501 2.40 -2.83 2.25 -0.3640
H 1.43321 1.20779 -0.85961 0.57 -0.48 1.15 0.2642
H 1.16621 0.61531 1.03564 0.87 -0.24 -1.95 0.2720
H 0.99854 -1.01810 -1.66802 0.27 1.42 1.51 0.3969
H -0.36999 3.16228 0.11062 0.86 -1.00 -0.59 0.4124
H -1.77181 2.36839 0.21237 -0.89 -0.14 -0.20 0.4168
H -0.67130 -3.19992 1.24221 -1.72 1.65 -0.98 0.5031
```
Positions in Å, forces in eV/Å.

Summary:
2S+1: 1
Orbital gap (spin up / spin down) in eV: 5.75 / 8.82
LUMO (spin up / spin down) in Eh: -0.2387 / -0.1783
Charge: +1

***

Entry 2:
An isolated ion of composition C2H6N3O2 and charge +1 at a distorted geometry, computed with wB97M-V/def2-TZVPD.

The geometry in XYZ format:
```
13
Properties=species:S:1:pos:R:3:forces:R:3:nbo_charge:R:1
O -0.29202 3.06381 -0.53288 -0.29 -2.73 0.04 -0.5196
C -0.16569 1.84757 -0.46062 0.21 4.02 -0.97 0.7472
N -0.96641 0.89738 -1.10788 -0.95 1.40 -0.52 -0.5038
N -0.68318 -0.39306 -0.64419 -0.62 -1.08 -1.20 -0.3733
C 0.61436 -0.20080 0.25758 -0.60 0.23 1.19 0.4138
O 0.20992 -0.56133 1.55242 -0.27 1.46 -0.09 -0.6831
N 0.88494 1.20449 0.11879 -0.95 -2.98 -0.63 -0.6411
H -1.59370 1.20444 -1.90695 0.90 -1.16 1.50 0.4769
H -0.68784 -1.11551 -1.42936 0.79 1.12 0.93 0.4546
H -1.37309 -0.78447 0.02491 0.00 0.53 -0.11 0.4402
H 1.37349 -0.85980 -0.16783 -0.04 -0.10 0.59 0.2244
H -0.20264 0.23586 2.06498 1.13 -1.85 -1.43 0.5142
H 1.49588 1.55646 0.80414 0.67 1.13 0.69 0.4494
```
Positions in Å, forces in eV/Å.

Summary:
SMILES: O=C1N[NH2+][C@H](O)N1
2S+1: 1
Orbital gap in eV: 11.24
LUMO in Eh: -0.1457
Charge: +1

***

Entry 3:
An isolated ion of composition C2H6N3O3 and charge -1 at a distorted geometry, computed with wB97M-V/def2-TZVPD.

The geometry in XYZ format:
```
14
Properties=species:S:1:pos:R:3:forces:R:3:nbo_charge:R:1
C -1.49541 -1.15014 -0.08645 3.18 -4.61 -0.23 -0.6048
C -0.45472 -0.17734 0.19609 4.25 0.91 0.73 0.1637
N 0.78676 -0.34447 -0.69670 -4.10 -0.12 -1.48 -0.4607
N 1.91247 -0.29752 -0.15351 0.83 0.58 3.07 0.5723
O 2.93584 -0.47737 -0.81347 0.65 -0.17 -0.73 -0.5353
O 2.02600 -0.05558 1.11497 0.28 0.00 -0.45 -0.6528
O -1.07693 1.07331 0.00416 -2.59 -0.94 0.16 -0.4375
N -0.24366 2.15326 -0.08547 2.36 -0.20 -1.58 -0.5212
H -2.05960 -0.78100 -0.86166 -1.44 0.26 -2.06 0.2114
H -0.91435 -2.23100 -0.31919 -1.76 2.89 0.22 0.2015
H -2.06520 -1.34960 0.76045 -1.27 -0.15 1.46 0.1994
H -0.03872 -0.20405 1.22211 -0.46 -0.19 -0.25 0.1850
H 0.26477 1.82319 -0.98036 0.04 1.42 1.80 0.3461
H 0.42274 2.01832 0.69904 0.03 0.31 -0.65 0.3331
```
Positions in Å, forces in eV/Å.

Summary:
SMILES: C[C@@H](N=[N+]([O-])[O-])ON
2S+1: 1
Orbital gap in eV: 8.70
LUMO in Eh: 0.1536
Charge: -1

***

Ordered ΔE to the lowest compared entry with this formula, charge and spin results: 8.165 0.700 8.421; unit eV.